Entry 1:
{"formula": "C36H33IrN4O3Te", "method": "ωB97M-V/def2-TZVPD", "elements": ["H", "Te", "H", "C", "H", "H", "O", "C", "H", "H", "H", "C", "C", "C", "O", "C", "H", "H", "H", "C", "H", "C", "H", "H", "H", "H", "H", "H", "C", "Ir", "H", "C", "C", "N", "H", "C", "C", "H", "C", "H", "N", "H", "C", "H", "C", "H", "H", "H", "C", "C", "C", "H", "O", "C", "C", "C", "C", "C", "H", "C", "C", "H", "C", "C", "H", "C", "C", "C", "N", "N", "H", "H", "C", "C", "H", "C", "C", "C"], "coordinates": [[-0.9366, 0.7459, -2.9353], [1.4496, 2.2053, -2.1929], [0.7856, 2.3518, 2.9914], [1.6533, 1.7132, 2.8937], [4.5994, -0.6664, 2.3867], [-0.5893, 6.2752, -2.7585], [-0.8208, 2.3734, 0.9317], [-0.0520, 4.5549, 0.3487], [2.2862, 3.4692, -6.1537], [4.2403, 4.3543, 0.1755], [3.7127, 5.1996, -5.6470], [3.7844, 0.0270, 2.5419], [4.7446, 5.0439, -2.4434], [0.0028, 5.3958, -3.0059], [-3.0413, -1.2867, -2.0727], [3.8552, 4.1040, -1.9350], [-2.4252, -4.4041, -5.1909], [-4.1526, 3.4668, -3.5840], [-0.3023, 8.3880, 0.4258], [5.6405, 6.5247, -4.2625], [-2.3526, 7.0228, 0.5634], [-2.7542, -2.9006, -3.7255], [-2.1930, 4.5458, 0.5337], [3.2907, -1.6869, 0.3378], [-3.3096, 1.1341, -3.4050], [3.3539, 2.8766, -0.1900], [0.4278, 5.5602, -3.9972], [-2.6086, 5.3567, -3.3611], [3.7211, 4.9283, -4.5978], [0.2409, 0.6028, 0.4312], [0.8717, 3.7137, -5.1399], [-0.1913, -1.4893, -1.3579], [2.5663, -0.9145, 0.5642], [1.0884, -1.6707, -1.0813], [5.4697, 7.4821, -3.7679], [1.0178, 6.7046, 0.3077], [-1.3035, 1.7628, -3.0079], [1.8313, 2.2410, -5.0023], [-2.2326, 4.3475, -3.2464], [1.9126, 7.3107, 0.2675], [1.0330, 2.3567, -0.2017], [5.5379, 5.4070, -1.7990], [-0.2305, 7.3086, 0.4018], [5.0700, 3.0087, -0.5718], [-0.8375, -2.2824, -2.3769], [5.5392, 6.6745, -5.3349], [6.6681, 6.2285, -4.0508], [-3.8040, -2.7722, -3.9500], [4.1249, 3.5539, -0.5570], [2.6985, 1.7468, 3.8045], [2.7984, 3.9946, -4.1499], [4.6034, 0.9061, 4.3213], [-0.9251, -0.5762, -0.7040], [-3.1069, 3.2782, -3.3803], [-0.8732, 4.1757, -2.9971], [1.1089, 5.3247, 0.2751], [3.7776, 0.9002, 3.6232], [-1.3882, 6.5404, 0.4802], [-0.0284, -4.7111, -4.6206], [-0.4392, 2.8463, -2.8475], [-0.6248, -3.9856, -4.0868], [0.9701, -3.3538, -2.8212], [-1.3049, 5.1598, 0.4661], [2.7135, 0.0313, 1.6692], [0.8293, 5.3417, -2.3061], [-2.6447, 1.9770, -3.2808], [0.0248, 3.1046, 0.3421], [-1.9773, -3.8092, -4.4058], [1.4614, -0.8240, -0.0929], [1.6675, 0.8855, 1.8515], [-2.5840, -0.8884, -1.3140], [2.6513, 2.4304, 4.6398], [1.8891, 3.3251, -5.1510], [-2.2040, -2.1325, -2.6995], [2.0709, 4.8354, 0.2185], [2.8353, 3.6712, -2.7861], [-0.0703, -3.2336, -3.0869], [4.6738, 5.4956, -3.7556]], "forces_ev_per_angstrom": [[-0.008, -0.024, 0.024], [-0.345, -0.060, -0.196], [-0.008, 0.000, -0.001], [0.022, 0.011, -0.020], [0.000, -0.001, -0.001], [0.007, 0.002, 0.022], [-0.015, -0.022, -0.099], [-0.018, 0.041, -0.098], [-0.013, -0.004, -0.003], [-0.007, 0.009, -0.018], [0.005, 0.003, 0.002], [0.006, -0.006, -0.011], [-0.033, 0.001, 0.009], [-0.014, 0.008, 0.120], [0.014, 0.023, 0.011], [0.017, 0.107, 0.032], [0.002, 0.002, -0.003], [-0.001, 0.002, 0.006], [-0.002, -0.001, -0.001], [-0.001, -0.005, 0.009], [0.001, -0.002, -0.002], [-0.003, 0.011, -0.005], [-0.009, -0.007, -0.004], [-0.003, -0.005, 0.006], [-0.005, -0.028, 0.012], [0.020, 0.038, -0.003], [-0.023, -0.003, -0.034], [0.004, 0.000, 0.004], [-0.017, -0.011, -0.007], [0.430, 0.045, 0.269], [-0.037, 0.024, 0.022], [0.055, 0.016, 0.080], [-0.007, -0.034, -0.043], [-0.056, 0.009, -0.041], [-0.002, 0.001, -0.002], [-0.014, 0.012, 0.015], [-0.006, -0.072, 0.009], [0.010, -0.012, 0.007], [-0.026, -0.028, -0.062], [0.002, -0.002, -0.001], [0.026, -0.165, -0.107], [-0.002, 0.003, -0.002], [0.003, -0.003, 0.010], [-0.002, -0.019, -0.020], [0.006, 0.015, -0.009], [0.002, 0.000, -0.001], [0.000, 0.002, 0.000], [0.000, -0.002, 0.001], [0.008, -0.009, 0.015], [0.005, 0.006, 0.007], [0.054, 0.021, -0.040], [0.001, 0.001, 0.001], [-0.105, 0.098, -0.084], [-0.006, 0.033, -0.016], [-0.017, -0.108, -0.085], [-0.015, -0.036, -0.032], [-0.009, 0.011, -0.003], [-0.003, -0.003, 0.008], [-0.001, -0.002, 0.002], [0.072, 0.295, -0.035], [-0.004, -0.001, -0.007], [-0.001, -0.002, 0.001], [0.012, 0.045, -0.017], [0.013, 0.017, 0.038], [0.067, -0.023, 0.060], [0.054, -0.038, 0.028], [-0.181, 0.033, -0.035], [0.003, -0.007, 0.001], [0.005, -0.050, 0.092], [0.010, -0.114, 0.028], [-0.018, 0.052, -0.090], [0.003, -0.002, 0.003], [-0.025, 0.012, 0.064], [-0.027, -0.021, 0.048], [0.025, 0.017, -0.004], [0.108, -0.120, 0.201], [0.016, 0.020, -0.012], [-0.001, 0.003, -0.014]], "fmax_ev_per_a": 0.5, "charge": 2, "e_above_lowest_kj_mol": 0.00, "homo_energy_ev": -13.11, "lumo_ev": -7.1, "homo_lumo_gap_ev": 6.0, "molar_mass_g_mol": 889.5}

Entry 2:
{"formula": "C22H25ClNOPd", "method": "ωB97M-V/def2-TZVPD", "elements": ["H", "H", "H", "C", "H", "C", "H", "C", "C", "C", "C", "C", "H", "H", "H", "C", "H", "H", "C", "H", "C", "H", "H", "C", "C", "H", "Cl", "H", "C", "H", "H", "C", "C", "H", "H", "C", "C", "H", "C", "H", "O", "N", "H", "C", "C", "H", "C", "C", "Pd", "H", "H"], "coordinates": [[2.5550, -0.5742, -4.0608], [1.3077, 2.4906, 1.1792], [-4.1185, -1.3939, 0.8033], [1.1038, 2.1092, -2.5307], [-2.1354, -2.5029, -2.0951], [1.2215, 0.9278, -3.2857], [1.9534, -0.4041, 4.4392], [-0.3004, -2.3871, 1.4572], [-2.1630, -1.5602, -0.1595], [1.3951, 1.3913, 3.1608], [2.2505, -0.5535, 2.2097], [-3.6122, -2.0119, 0.0539], [4.3693, 2.5397, -1.6644], [-0.5279, -2.1623, -1.4386], [-0.1766, 3.5495, -1.5857], [2.0470, 0.3914, 1.1689], [2.6913, -1.5361, 2.0745], [4.5930, 0.4221, -2.9834], [-0.0759, -2.3950, 2.8461], [-4.1648, -1.9301, -0.8896], [2.4807, 0.3406, -3.4672], [-0.6769, 3.0885, -3.2186], [2.3024, 0.2483, 0.1209], [-1.0352, 0.4514, -1.4428], [-1.1180, -1.6216, 3.4883], [-2.4300, 0.5544, 0.1837], [-1.5318, 2.0222, 1.7958], [0.7182, -2.9308, 3.3587], [3.6173, 0.8999, -2.8671], [2.1308, 3.6221, -1.4167], [-1.4169, -1.6303, 4.5344], [-1.9504, -1.0847, 2.4050], [1.5275, 1.5793, 1.7177], [-2.0117, 2.2086, -1.2792], [-3.6409, -3.0587, 0.3750], [-1.4465, -1.6169, 1.1648], [1.8374, 0.0148, 3.4427], [-3.1027, -0.0304, -1.3675], [-1.5320, -2.5065, -1.1809], [0.3974, 0.5781, -3.9114], [-0.0510, -0.2110, -1.8365], [-1.2112, 1.7746, -1.7112], [-1.5094, -3.5285, -0.7832], [3.4943, 2.0834, -2.1316], [-0.2488, 2.7052, -2.2796], [0.2815, -2.9317, 0.7109], [-2.2314, -0.1047, -0.6848], [2.2435, 2.6959, -1.9843], [-0.4500, 0.4070, 3.1241], [1.2642, 2.1712, 3.9137], [-2.9135, -0.6000, 2.5277]], "forces_ev_per_angstrom": [[0.060, 0.369, 0.137], [-0.047, -0.151, 0.072], [-0.061, -0.114, -0.149], [0.490, -0.238, -0.169], [0.125, -0.035, 0.141], [1.332, 0.993, -1.391], [0.126, 0.089, -0.298], [0.206, -0.035, -0.239], [0.078, 0.246, -0.571], [1.460, -0.371, -0.362], [-0.087, -0.057, 0.065], [-0.272, -0.104, 0.303], [-0.203, -0.131, -0.231], [-0.236, -0.341, -0.005], [0.120, -0.041, -0.148], [0.009, 0.064, 0.028], [-0.087, 0.196, 0.076], [-0.314, 0.187, 0.018], [-0.544, 0.176, 1.044], [0.141, -0.030, 0.209], [-0.308, 0.165, 0.178], [0.151, 0.002, 0.151], [-0.189, 0.016, 0.161], [1.018, -0.102, -0.605], [0.079, -0.193, -0.820], [-0.015, -0.208, -0.669], [-0.338, 0.509, 0.319], [-0.252, 0.089, -0.081], [-0.305, 0.161, 0.236], [0.157, -0.210, -0.107], [0.230, -0.153, -0.187], [0.129, -1.111, 0.023], [0.136, -0.142, 0.979], [-0.003, -0.075, -0.003], [-0.064, 0.147, 0.023], [-0.600, 0.275, 0.050], [-0.231, 1.160, -0.006], [0.407, -0.041, 0.300], [0.248, -0.103, 0.056], [0.191, 0.035, 0.502], [-2.139, 0.398, 1.912], [0.133, -0.771, 0.383], [-0.069, 0.086, -0.139], [0.152, -0.067, -0.028], [-0.181, 0.390, -0.490], [-0.161, 0.263, 0.317], [-0.452, -0.141, 0.229], [-0.225, -0.504, 0.102], [-0.068, -0.299, -0.970], [0.076, -0.152, -0.343], [0.201, -0.097, 0.000]], "fmax_ev_per_a": 2.9, "charge": 1, "s2": 6.0189, "e_above_lowest_kj_mol": 238.07, "spin_multiplicity": 5, "homo_energy_ev": [-10.47, -10.47], "lumo_ev": [-2.7, -6.9], "homo_lumo_gap_ev": [7.7, 3.6], "molar_mass_g_mol": 461.3}

Entry 3:
{"formula": "C4H3ClO", "method": "ωB97M-V/def2-TZVPD", "elements": ["C", "C", "C", "H", "Cl", "H", "H", "O", "C"], "coordinates": [[0.4929, 0.4623, -0.8034], [-0.4701, -0.4637, -0.2076], [0.7783, 1.7725, -0.1352], [-0.9261, -1.2906, -0.9101], [0.9873, 0.3551, -2.5036], [-1.2661, -1.3096, 1.5174], [-0.4191, 0.1185, 1.9016], [1.6160, 0.8629, 0.0309], [-0.7931, -0.5075, 1.1099]], "forces_ev_per_angstrom": [[0.031, 0.457, -0.694], [-1.142, -2.345, 0.053], [-1.112, 1.665, -0.288], [1.074, 1.855, 1.398], [-0.521, -0.208, 0.794], [-1.931, -2.169, 0.553], [0.414, 0.657, -0.299], [1.135, -1.488, 0.552], [2.052, 1.575, -2.070]], "fmax_ev_per_a": 3.3, "e_above_lowest_kj_mol": 353.60, "homo_energy_ev": -9.37, "lumo_ev": 0.4, "homo_lumo_gap_ev": 9.7, "molar_mass_g_mol": 102.5}

Entry 4:
{"formula": "C24H62Li3N4O2", "method": "ωB97M-V/def2-TZVPD", "elements": ["H", "H", "C", "Li", "C", "H", "C", "H", "H", "H", "H", "H", "H", "H", "H", "H", "H", "H", "H", "H", "H", "H", "C", "C", "C", "H", "H", "C", "C", "H", "H", "H", "H", "H", "H", "H", "C", "Li", "H", "H", "H", "H", "H", "N", "H", "H", "C", "C", "H", "C", "H", "C", "H", "H", "H", "C", "H", "H", "H", "H", "H", "H", "C", "H", "C", "Li", "H", "N", "C", "C", "H", "H", "H", "C", "H", "H", "C", "H", "H", "C", "O", "C", "C", "H", "O", "H", "H", "C", "H", "H", "H", "H", "N", "H", "N"], "coordinates": [[-1.7810, 2.3845, 2.8431], [-0.0239, 2.3731, 6.2400], [-4.0287, 2.3341, -5.1027], [-0.5432, -0.0198, -4.2619], [-2.7123, 3.7053, 4.3748], [-1.8937, 1.0384, 7.2443], [4.7975, 1.0651, 2.0490], [2.5579, 2.4444, 2.2782], [-3.5514, 2.7098, 2.6816], [3.5155, -7.4768, -0.9853], [5.7992, 4.1158, 0.7692], [5.6692, 0.5226, 1.6831], [-5.7501, -0.6422, -6.6913], [0.6631, -7.7783, -1.9395], [2.1801, -6.4287, -3.5996], [-0.9176, 6.9856, 5.9028], [-1.1614, 1.6793, 5.0750], [-1.9842, 2.7770, 7.8673], [2.4446, -7.9456, -3.0594], [-4.3792, -1.8899, -4.5325], [-4.0818, 2.6440, -2.8809], [6.8217, 3.1767, -0.5547], [-3.5817, 3.0099, -3.7776], [2.9871, -6.6653, -1.4856], [-4.8547, 0.2032, -4.0718], [1.9370, 4.4186, 1.1626], [-1.0410, -6.0545, -1.2653], [5.1267, 2.1699, -0.0186], [-0.9760, 6.1359, 5.2225], [-4.8312, 0.0143, -8.1475], [-5.8378, 0.2118, -4.5425], [6.9612, 2.8613, 1.1120], [3.2154, 0.6286, 3.6875], [-0.4081, 4.6047, 6.6460], [0.7015, -4.9054, 0.2780], [4.3118, -0.6702, 3.0723], [-3.8674, 0.1285, -6.2571], [1.1932, -3.3499, -2.5307], [1.1364, -6.8030, 1.9690], [-5.2212, -1.6719, -3.0871], [-4.9066, 0.8765, -3.2161], [2.8927, -6.7591, 1.6541], [2.0289, -5.4297, 2.3756], [1.6506, -6.2556, -0.9655], [4.5195, 2.6537, -0.7837], [-3.5597, 3.7013, 5.0603], [1.6563, -5.4298, 0.2387], [3.7904, 0.2581, 2.8389], [1.8739, 3.1036, -0.0849], [-1.2528, 4.8877, 6.0180], [-0.7816, -6.4680, 0.4051], [6.2421, 3.2043, 0.3680], [-3.0849, 2.1886, 6.6939], [3.0507, 0.0235, 2.0734], [-3.0959, 0.7031, -6.7696], [1.9622, -6.1940, 1.6013], [-5.6960, 1.0663, -6.9932], [-1.7491, 6.4053, 4.5028], [-3.4822, -1.1168, -3.1942], [-2.5672, 2.6517, -3.6027], [-1.4250, -7.7734, -0.6772], [-2.9398, 1.4689, 3.6482], [3.2830, 2.8764, 1.5885], [-3.5473, -0.9112, -6.3248], [-0.7985, -6.8847, -0.6020], [2.7157, 0.1761, -1.7655], [3.2078, 4.2187, -0.0655], [-1.3765, 3.7234, 5.0882], [0.6300, -7.3112, -0.9552], [-2.0493, 2.0938, 7.0205], [3.6683, -5.8149, -1.4539], [5.1764, 1.8132, 2.7453], [-2.7314, 4.7051, 3.9410], [2.9108, -6.9627, -2.9920], [2.4190, -4.6557, 0.1549], [-0.2424, -0.6697, -0.0932], [-4.4481, -1.1987, -3.6926], [1.7108, 2.6024, -4.4754], [3.9340, -6.9164, -3.3647], [-2.7298, 2.5008, 3.3667], [0.0221, -0.8753, -1.0110], [-1.0431, 2.4287, 5.8577], [2.5050, 3.6927, 0.5806], [-5.0843, 2.5239, -5.2969], [1.8658, 1.6423, -4.3820], [-3.3894, 2.7058, -5.9035], [-2.2276, 5.0280, 6.4852], [-5.1219, 0.1465, -7.1053], [-0.0688, 6.0948, 4.6198], [0.8491, -8.0665, -0.2005], [4.0187, 3.5191, 2.0719], [5.5315, 1.2879, -0.5148], [4.0595, 1.7797, 0.9916], [-3.5061, 4.0894, -3.9081], [-3.8611, 0.8110, -4.9629]], "forces_ev_per_angstrom": [[-0.014, 0.629, -0.222], [0.067, 0.563, -0.257], [-0.068, -1.603, 1.577], [0.430, 1.252, 0.344], [2.275, -1.319, 0.772], [-0.003, 0.143, 0.636], [-1.308, 1.708, 1.333], [0.388, -0.017, 0.303], [0.230, 0.061, -0.498], [-0.366, -0.278, 0.283], [0.291, 0.275, -0.765], [-0.434, -0.283, -0.220], [-0.329, -0.194, -0.708], [-0.161, -0.119, 0.099], [0.330, 1.010, 0.261], [0.181, 0.139, -0.001], [0.226, -0.335, 0.286], [0.447, -0.342, 0.175], [0.767, -0.512, -0.440], [0.232, 0.276, -0.293], [-0.567, 0.632, -0.211], [0.026, 1.288, -0.038], [0.811, -0.956, -0.868], [-0.936, 1.358, -0.992], [0.201, 0.872, -0.291], [-0.233, 0.060, -0.386], [-0.724, -0.183, -0.174], [-1.789, 1.580, 0.574], [0.300, 0.929, -0.125], [-0.387, -0.277, 0.066], [-0.313, -0.009, -0.045], [-0.249, -0.332, 0.249], [0.710, 0.469, 0.048], [-0.358, 0.514, 0.525], [-0.043, -0.107, 0.373], [-0.446, -0.205, 0.592], [1.095, 1.584, -1.269], [-0.430, -0.028, 0.970], [-0.014, -0.302, -0.434], [0.249, 0.187, 0.517], [-0.194, -0.470, 0.273], [-0.067, -0.005, -0.457], [0.204, 0.183, 0.023], [0.293, 0.738, -0.448], [0.287, 0.236, -0.412], [-0.202, -0.373, 0.266], [0.690, -1.227, 1.159], [0.062, -1.800, -0.972], [-0.239, -0.099, 0.292], [-0.363, -1.111, -2.149], [-0.395, -0.289, 0.093], [-0.493, -1.949, 0.040], [-0.014, -0.083, -0.314], [-0.335, -0.473, 0.155], [0.179, -0.196, -0.558], [-0.744, 1.152, -0.214], [0.121, 0.140, -0.206], [-0.305, -0.237, 0.151], [-0.060, -0.437, 0.288], [0.341, 0.174, -0.105], [-0.264, 0.436, -0.044], [-0.176, 0.261, 1.193], [0.395, -0.411, -1.031], [0.381, -0.050, 1.012], [1.437, 0.706, -0.286], [-1.003, 0.880, 0.042], [-0.124, 0.299, -0.019], [0.246, -0.997, 1.355], [0.223, -0.334, 0.236], [0.394, 0.216, -1.217], [-0.170, 0.335, 0.721], [0.646, 0.281, 0.050], [-0.219, -0.436, -0.799], [-0.500, -1.366, 0.790], [0.163, 0.018, -0.247], [0.356, -0.347, -0.717], [-0.311, -0.137, 0.081], [-0.001, -0.793, 0.253], [-0.317, -0.318, -0.493], [-0.629, 1.014, -0.308], [1.024, -0.334, -0.929], [-2.457, 0.992, -0.749], [0.610, 0.219, -0.101], [-0.027, 0.333, -0.272], [-0.676, -0.823, 0.561], [-0.190, -0.230, -0.128], [0.184, -0.033, 0.981], [-0.467, 0.230, 0.829], [0.214, -0.204, 0.280], [0.557, -0.387, -0.021], [-0.312, 0.317, 0.654], [0.158, -0.248, 0.498], [2.290, -1.092, -1.183], [-0.446, -0.050, 0.384], [0.163, 0.047, -0.024]], "fmax_ev_per_a": 2.8, "charge": 1, "homo_energy_ev": -9.55, "lumo_ev": -4.8, "homo_lumo_gap_ev": 4.7, "molar_mass_g_mol": 459.6}